1.
Here is C37H26Br3N6O5W as an isolated structure at a distorted geometry from the Open Molecules 2025 dataset. Energies are from ωB97M-V/def2-TZVPD.

```
78
Properties=species:S:1:pos:R:3:lowdin_charge:R:1
C -0.23 -1.49 -2.83 -0.15
H 1.37 -2.87 -5.49 0.09
H -2.10 -4.83 2.59 0.10
H -1.01 -4.79 1.17 0.10
H -1.36 3.35 -3.94 0.12
C 3.26 1.25 2.25 0.03
C 0.67 4.02 -1.33 0.01
C -1.79 -4.25 1.72 0.01
C -3.63 4.64 2.72 -0.07
C -3.07 4.63 1.45 -0.07
C -2.11 1.04 1.06 -0.56
C -1.37 -2.57 3.47 -0.02
O -2.55 -0.10 1.11 0.03
C 2.24 -1.66 -3.95 0.01
C -1.50 -1.21 -2.27 -0.38
H 3.92 0.02 -2.90 0.09
C 1.20 -2.32 -4.57 0.02
C 2.05 -0.96 -2.76 -0.26
N 0.83 -0.92 -2.15 0.01
C 2.00 -2.86 0.07 -0.11
H -1.83 -3.28 4.14 0.13
C -0.72 3.19 -3.08 -0.02
H 3.65 -1.41 3.18 0.12
C -0.46 1.92 -2.64 -0.08
H 2.53 4.21 0.78 0.12
H 3.22 -1.66 -4.39 0.12
Br -3.51 0.69 3.89 0.89
C -2.52 -2.52 -4.04 -0.14
C -1.28 -2.73 -4.61 -0.61
H -2.95 5.56 0.91 0.10
H -3.41 -2.92 -4.50 0.11
H -2.65 -4.11 1.05 0.11
C 3.26 -3.19 2.08 -0.03
H 1.55 -3.24 -0.84 0.12
H 1.14 4.83 -0.79 0.11
O -0.64 -2.38 0.04 -0.03
C -0.09 -2.22 -4.03 -0.18
H -1.02 -1.07 4.93 0.11
C -2.63 -1.75 -2.88 -0.58
H -4.18 3.47 4.44 0.10
N 1.85 -1.54 0.30 -0.02
C 3.27 2.62 2.03 -0.02
H -0.87 1.07 -3.18 0.12
H 3.88 0.81 3.01 0.12
C 0.89 2.70 -0.90 -0.18
W 0.11 -0.20 -0.26 1.85
C -0.15 4.27 -2.40 -0.03
H -2.16 3.42 -0.06 0.11
C 2.52 -1.01 1.40 -0.18
C 3.17 -0.18 -2.14 0.00
H 2.80 0.77 -1.75 0.07
C -0.92 -1.38 3.90 -0.01
C -2.75 2.25 1.62 -0.15
Br -1.17 -3.71 -6.23 0.81
H -0.37 5.28 -2.71 0.12
C 1.69 2.31 0.24 -0.18
N 1.64 0.95 0.48 -0.02
C -2.62 3.45 0.91 -0.01
H 3.64 -0.73 -1.33 0.09
O -0.95 1.29 0.53 -0.18
H 2.78 -4.75 0.67 0.11
O 0.07 0.68 3.15 0.07
H 3.76 -3.84 2.78 0.12
O -1.51 -0.39 -1.24 -0.26
N -0.22 -0.96 1.66 0.01
C -3.34 2.27 2.88 -0.58
H -3.96 5.57 3.17 0.11
N -1.28 -2.98 2.17 -0.02
C -3.77 3.47 3.44 -0.11
N 0.31 1.63 -1.57 0.00
C -0.75 -2.12 1.27 -0.50
C -0.33 -0.45 2.95 -0.49
Br -4.30 -1.37 -2.10 0.85
C 2.47 0.42 1.44 -0.20
C 2.50 3.15 1.00 0.04
C 3.20 -1.84 2.31 0.01
H 3.89 3.26 2.62 0.12
C 2.69 -3.71 0.90 -0.03
```

LUMO (alpha / beta) ... -3.41 / -3.41 eV
Orbital gap (alpha / beta) ... 5.92 / 5.91 eV
Net charge ... +1

***

2.
Here is a 23-piece molecular cluster, C37H27Cl88F3INO2P overall at a distorted geometry from the Open Molecules 2025 dataset. Energies are from ωB97M-V/def2-TZVPD.

```
160
Properties=species:S:1:pos:R:3:lowdin_charge:R:1
H 0.29 4.47 0.83 0.11
H 0.33 2.39 0.69 0.03
Cl 2.19 -2.09 -6.73 0.51
Cl -1.30 -4.29 0.34 0.52
O -3.24 -1.21 0.39 -0.09
C 1.41 -0.31 3.27 -0.23
C -0.85 -3.64 -1.24 -1.99
Cl -0.74 -4.26 4.21 0.56
Cl -4.42 16.12 -1.93 0.52
C -8.41 3.84 -2.47 -2.06
H 0.37 2.87 3.15 0.11
C -5.88 -9.17 -6.83 -2.03
Cl 4.85 -4.62 -8.30 0.53
Cl -5.78 -7.57 -7.58 0.51
C 3.50 -5.33 -9.18 -2.03
Cl -1.79 -7.37 6.42 0.48
Cl -1.58 -9.71 2.12 0.50
Cl 7.39 -3.23 4.02 0.50
Cl -5.54 -5.66 -1.95 0.53
Cl -0.34 -4.98 -2.28 0.44
C 1.59 -5.35 -14.35 -2.06
Cl -2.78 -7.68 -3.73 0.51
Cl 0.31 -1.37 -4.66 0.53
C 4.29 -0.95 -0.07 -2.03
C -2.63 0.35 2.07 -0.27
C 4.15 -7.72 -4.05 -2.03
C 0.66 -1.61 2.95 -0.13
Cl 3.02 -2.08 -3.97 0.51
Cl 0.40 -2.58 6.28 0.56
H -5.75 3.20 -0.54 0.01
Cl -7.97 -4.35 -2.79 0.54
Cl -0.33 2.02 9.91 0.53
H -1.33 -1.05 0.86 0.06
Cl 2.25 -5.84 -8.05 0.49
C -3.60 3.31 -0.57 -0.37
H -0.61 0.96 6.55 0.06
Cl 1.32 -0.06 8.80 0.49
Cl -3.23 11.32 4.31 0.54
Cl -7.07 -9.13 -5.52 0.50
C -2.35 -0.70 1.07 -0.38
Cl 3.90 -0.08 6.95 0.52
Cl 6.73 -0.47 6.46 0.51
C -0.89 6.17 0.60 -0.22
Cl 2.14 2.70 8.60 0.55
C 0.74 1.28 4.92 -0.47
Cl -3.45 -9.30 7.81 0.52
Cl 8.08 -3.03 -2.65 0.48
H -3.85 3.03 -1.59 0.05
Cl -1.81 12.91 2.37 0.45
F -2.12 8.04 -0.19 0.05
C -0.75 4.68 0.58 -0.19
Cl 0.43 -5.45 6.54 0.49
Cl -2.06 11.24 -0.58 0.50
C -3.05 -8.61 6.23 -2.03
H 2.04 -0.05 2.42 0.08
N 0.48 0.77 3.61 -0.07
C 0.62 1.92 2.68 -0.24
Cl 4.23 -2.54 0.70 0.53
Cl -2.95 14.91 -4.11 0.52
Cl 2.62 -6.01 -13.08 0.49
Cl -8.49 2.15 -1.97 0.53
Cl -2.07 -3.96 6.75 0.53
Cl 0.41 10.94 -2.02 0.54
Cl 5.30 -1.04 -1.52 0.50
Cl -0.10 -5.53 -13.88 0.52
Cl 4.08 -6.74 -10.10 0.51
C -3.55 14.67 -2.46 -2.05
Cl 0.27 18.21 2.23 0.52
C -1.67 4.11 1.68 -0.29
C 7.69 -4.33 5.36 -2.06
Cl -9.56 4.12 -3.79 0.51
Cl 5.64 -7.12 -3.32 0.51
C -2.32 -8.27 1.40 -2.03
Cl 4.98 0.21 1.05 0.53
Cl 10.73 -2.16 -3.36 0.52
Cl 7.84 -5.98 4.75 0.52
I -1.40 1.48 -1.67 0.82
Cl -6.58 -6.12 -4.60 0.48
H 1.16 -2.44 3.44 0.02
C 9.51 -2.18 -2.07 -2.04
C -0.48 1.66 5.73 0.00
H -5.12 4.44 0.48 0.07
H -1.68 2.25 3.17 -0.02
C -7.01 -5.83 -2.91 -2.05
C -4.95 3.41 0.16 -0.11
H -1.35 1.72 5.09 0.05
Cl -1.84 -6.94 -6.36 0.53
C -1.50 -7.90 -4.92 -2.02
Cl 2.83 -7.55 -2.88 0.51
Cl -2.46 -9.88 5.15 0.50
C 1.67 -2.41 -5.07 -2.03
H 2.10 -0.52 4.08 0.06
H -3.07 4.25 -0.66 0.07
Cl -6.78 4.21 -3.03 0.54
H -0.91 4.31 -0.42 0.08
C -3.20 12.87 3.46 -2.03
Cl 5.29 1.63 5.10 0.54
Cl 9.19 -3.86 6.18 0.52
O 1.85 1.44 5.39 -0.01
C 9.31 -6.84 -1.51 -2.05
Cl -3.09 14.19 4.63 0.52
F -1.17 6.67 -1.68 0.11
Cl 4.78 -1.11 4.41 0.51
Cl 10.18 -2.99 -0.66 0.52
H -5.06 2.71 0.98 0.05
C 5.18 -0.01 5.73 -2.02
Cl -0.06 15.37 1.82 0.46
Cl 1.88 -6.21 -15.87 0.52
Cl 2.65 -0.45 -0.50 0.52
Cl -1.36 -9.61 -5.37 0.51
Cl -4.01 -8.60 1.02 0.53
Cl 2.19 1.36 11.16 0.52
Cl 4.34 -9.42 -4.47 0.53
Cl 0.30 12.70 0.26 0.43
P -2.04 2.20 1.76 0.57
Cl 10.59 -7.00 -0.31 0.52
H -2.20 0.04 3.02 0.06
H 0.01 0.71 1.09 0.03
Cl -4.65 13.28 -2.43 0.52
C 1.08 16.72 1.71 -2.04
Cl -6.35 -10.36 -8.05 0.53
Cl -1.45 -7.84 -0.07 0.51
Cl 6.35 -4.25 6.51 0.52
Cl -4.31 -9.58 -6.13 0.49
Cl 8.66 -8.44 -1.89 0.52
Cl -2.23 -6.94 2.56 0.49
Cl 9.08 -0.52 -1.65 0.53
Cl 2.83 -4.13 -10.29 0.51
Cl 2.47 16.41 2.76 0.53
H 1.68 2.00 2.41 0.12
Cl 0.48 -2.49 -1.08 0.48
H -2.62 4.65 1.65 0.07
Cl 0.15 9.84 0.63 0.60
Cl 0.02 -7.36 -4.20 0.45
C -1.37 6.94 -0.39 -0.31
H -3.47 1.34 -0.05 0.02
Cl 1.96 -3.63 -14.56 0.52
C -0.20 1.74 1.38 -0.33
H -1.23 4.41 2.63 0.07
C 1.33 1.51 9.61 -2.04
H -0.34 -1.54 3.36 0.04
Cl -2.23 -2.83 -1.96 0.58
H -3.39 2.58 2.18 0.00
F -0.55 6.76 1.79 0.04
C -0.31 11.17 -0.42 -2.01
Cl 9.98 -6.12 -2.98 0.52
Cl 8.03 -5.82 -0.87 0.49
H 0.66 -1.84 1.88 0.03
Cl 3.76 -6.79 -5.50 0.49
C -2.72 2.13 -0.09 -0.77
Cl 1.19 -4.10 -4.90 0.47
Cl -7.96 -7.20 -2.31 0.51
Cl 1.62 16.89 0.04 0.52
H -0.29 2.65 6.15 0.08
Cl -4.68 13.05 2.51 0.53
Cl -4.49 -7.87 5.52 0.52
Cl -2.20 14.36 -1.38 0.49
H -3.70 0.34 2.22 0.08
C -0.51 -4.06 5.94 -2.00
Cl -8.82 4.88 -1.10 0.52
```

ΔE to the lowest compared entry with this formula, charge and spin ... 32.27 kcal per mole
LUMO ... 1.08 eV
Orbital gap ... 6.01 eV
Net charge ... -1

***

no.,E_tot (eV)
1,-269921.6909
2,-1171897.7071